No. 1
{
  "formula": "C62H46F3N9O8S3V",
  "method": "wB97M-V/def2-TZVPD",
  "fmax_ev_per_a": 5.49,
  "orbital_gap_ev": [4.88, 6.84],
  "total_energy_ev": -161176.6272,
  "e_above_lowest_kcal_mol": 41.10,
  "spin_multiplicity": 4,
  "elements": ["V", "S", "C", "C", "C", "C", "C", "C", "N", "C", "C", "C", "C", "C", "C", "C", "C", "N", "C", "C", "C", "C", "C", "S", "C", "H", "H", "H", "H", "H", "H", "H", "H", "H", "H", "H", "H", "O", "C", "O", "C", "C", "N", "N", "C", "C", "O", "O", "H", "H", "H", "O", "S", "C", "C", "C", "C", "C", "C", "C", "C", "C", "C", "C", "C", "C", "C", "H", "H", "H", "H", "H", "H", "H", "H", "H", "H", "H", "H", "H", "H", "F", "C", "F", "F", "C", "C", "C", "N", "C", "C", "H", "H", "H", "H", "O", "N", "C", "C", "N", "C", "N", "C", "O", "C", "C", "C", "C", "C", "C", "N", "C", "C", "C", "C", "C", "C", "C", "O", "H", "H", "H", "H", "H", "H", "H", "H", "H", "H", "H", "H", "H"],
  "xyz": [[-0.029, -0.389, -0.506], [7.004, -0.381, -4.287], [7.229, -1.929, -4.967], [6.054, -2.607, -5.064], [4.950, -1.849, -4.576], [5.309, -0.613, -4.125], [4.447, 0.424, -3.523], [3.247, 0.048, -2.886], [2.420, 0.877, -2.288], [2.713, 2.196, -2.335], [3.857, 2.688, -2.973], [4.067, 4.109, -3.061], [3.148, 4.971, -2.589], [1.948, 4.495, -1.949], [0.923, 5.358, -1.526], [-0.205, 4.844, -0.937], [-0.222, 3.453, -0.690], [0.699, 2.617, -1.110], [1.756, 3.123, -1.770], [-1.383, 5.650, -0.564], [-2.671, 5.217, -0.439], [-3.576, 6.262, -0.084], [-2.954, 7.462, 0.058], [-1.275, 7.340, -0.243], [4.739, 1.763, -3.550], [8.219, -2.261, -5.245], [5.970, -3.605, -5.472], [3.931, -2.220, -4.571], [2.962, -0.998, -2.893], [4.970, 4.470, -3.542], [3.290, 6.042, -2.687], [1.021, 6.426, -1.695], [-1.033, 3.036, -0.105], [-2.981, 4.186, -0.591], [-4.639, 6.111, 0.054], [-3.386, 8.418, 0.321], [5.636, 2.121, -4.048], [-6.597, 2.206, -3.105], [-5.486, 2.384, -2.333], [-5.594, 2.892, -1.263], [-4.208, 1.939, -2.968], [-3.977, 1.915, -4.319], [-2.703, 1.521, -4.487], [-2.072, 1.270, -3.334], [-2.970, 1.518, -2.394], [-2.566, 1.373, -0.954], [-3.149, 1.976, -0.097], [-1.515, 0.602, -0.741], [-6.388, 1.703, -3.898], [-4.603, 2.169, -5.164], [-2.199, 1.438, -5.351], [0.532, 0.844, 1.454], [1.895, 1.283, 1.952], [1.595, 2.515, 3.311], [0.171, 2.983, 3.420], [-0.252, 4.137, 2.766], [-1.562, 4.582, 2.898], [-2.470, 3.858, 3.659], [-2.060, 2.695, 4.299], [-0.743, 2.267, 4.188], [2.583, -0.068, 3.001], [1.671, -0.633, 4.056], [1.934, -0.420, 5.410], [1.068, -0.902, 6.384], [-0.089, -1.578, 6.009], [-0.354, -1.800, 4.664], [0.533, -1.355, 3.691], [2.267, 3.344, 3.082], [1.910, 2.033, 4.232], [0.454, 4.703, 2.164], [-1.877, 5.492, 2.403], [-3.492, 4.205, 3.756], [-2.760, 2.118, 4.892], [-0.425, 1.373, 4.706], [3.486, 0.385, 3.422], [2.871, -0.828, 2.279], [2.832, 0.117, 5.705], [1.288, -0.738, 7.433], [-0.779, -1.930, 6.767], [-1.263, -2.307, 4.355], [0.345, -1.570, 2.646], [-0.713, -3.619, -6.625], [-1.685, -3.578, -5.703], [-2.092, -4.829, -5.463], [-2.719, -2.901, -6.227], [-1.219, -2.893, -4.442], [-0.316, -1.860, -4.518], [-0.001, -1.178, -3.359], [-0.516, -1.501, -2.170], [-1.397, -2.494, -2.107], [-1.778, -3.214, -3.229], [0.143, -1.583, -5.459], [0.656, -0.321, -3.372], [-1.806, -2.707, -1.127], [-2.499, -4.017, -3.138], [1.495, -1.090, -0.262], [2.701, -1.379, 0.095], [3.220, -2.434, -0.454], [4.573, -2.756, -0.077], [5.650, -3.037, 0.205], [2.522, -3.265, -1.404], [1.938, -3.892, -2.169], [-1.380, -4.540, 4.842], [-1.364, -4.435, 3.431], [-0.158, -4.442, 2.817], [1.047, -4.373, 3.505], [2.262, -4.453, 2.828], [2.271, -4.635, 1.457], [1.065, -4.685, 0.765], [-0.154, -4.567, 1.415], [-1.331, -4.707, 0.655], [-2.584, -4.110, 0.842], [-2.873, -2.809, 1.379], [-4.152, -2.639, 1.950], [-4.582, -1.434, 2.473], [-3.717, -0.348, 2.453], [-2.461, -0.476, 1.875], [-2.028, -1.670, 1.296], [-0.843, -1.769, 0.618], [-2.427, -4.576, 5.127], [-0.911, -3.674, 5.320], [-0.875, -5.450, 5.177], [1.047, -4.279, 4.582], [3.190, -4.391, 3.383], [3.212, -4.749, 0.929], [1.055, -4.820, -0.312], [-1.265, -5.393, -0.074], [-3.426, -4.734, 0.564], [-4.802, -3.509, 1.988], [-5.581, -1.339, 2.889], [-4.025, 0.612, 2.853], [-1.800, 0.378, 1.837]],
  "mulliken_charge": [1.359, -0.156, -0.412, -0.622, -0.410, 0.087, 0.397, -0.219, 0.519, -0.709, 0.914, -1.099, -1.006, 0.620, -0.460, -0.036, -1.536, 1.025, -0.289, 0.423, -0.287, -0.894, -0.420, -0.179, -0.795, 0.433, 0.391, 0.491, 0.015, 0.435, 0.446, 0.489, 0.599, 0.531, 0.448, 0.451, 0.468, -0.490, 0.704, -0.418, 0.419, -1.171, -0.255, -0.003, 0.371, -0.068, -0.583, -0.288, 0.287, 0.490, 0.160, -0.973, 0.462, -1.378, 0.148, -0.116, -0.519, -0.581, -0.654, 0.171, -0.793, 0.092, -0.412, -1.114, -0.883, -1.710, 1.333, 0.688, 0.481, 0.394, 0.392, 0.397, 0.452, 0.145, 0.761, -0.117, 0.445, 0.359, 0.546, 1.732, -0.347, -0.272, 0.782, -0.271, -0.249, 0.344, -1.521, -0.565, 1.784, -0.334, -1.087, 0.649, 0.500, -0.062, 0.579, 0.201, -0.583, 1.304, -0.441, -0.569, -0.033, -0.707, -1.258, -0.205, 0.963, -0.324, -1.064, -1.081, -0.763, 0.328, 0.260, -2.360, 1.742, -0.858, -1.467, -0.825, 0.474, 0.603, 1.274, 0.212, 0.616, 0.385, 0.332, 0.453, 0.752, 0.597, 0.375, 0.494, 0.426, 0.328, 0.571, 0.000]
}

No. 2
{
  "formula": "C62H46O4P3S2SiV",
  "method": "wB97M-V/def2-TZVPD",
  "charge": -1,
  "fmax_ev_per_a": 3.83,
  "orbital_gap_ev": [6.83, 6.81],
  "total_energy_ev": -156336.7427,
  "e_above_lowest_kcal_mol": 36.12,
  "spin_multiplicity": 2,
  "elements": ["V", "C", "C", "C", "C", "C", "C", "P", "C", "C", "C", "C", "C", "C", "C", "C", "C", "C", "C", "C", "Si", "C", "C", "C", "C", "C", "C", "P", "C", "C", "C", "C", "C", "C", "C", "C", "C", "C", "C", "C", "C", "C", "C", "C", "C", "C", "P", "C", "C", "C", "C", "C", "C", "C", "C", "C", "C", "C", "C", "H", "H", "H", "H", "H", "H", "H", "H", "H", "H", "H", "H", "H", "H", "H", "H", "H", "H", "H", "H", "H", "H", "H", "H", "H", "H", "H", "H", "H", "H", "H", "H", "H", "H", "H", "H", "H", "H", "H", "H", "H", "H", "O", "C", "O", "C", "O", "O", "S", "C", "C", "C", "C", "C", "C", "S", "H", "H", "H", "H"],
  "xyz": [[-0.655, -0.043, -0.041], [2.646, 4.109, 3.213], [2.423, 3.917, 1.857], [1.931, 2.711, 1.401], [1.633, 1.688, 2.297], [1.847, 1.889, 3.655], [2.357, 3.094, 4.106], [1.036, 0.087, 1.601], [0.613, -0.807, 3.159], [1.515, -1.468, 3.992], [1.080, -2.124, 5.132], [-0.263, -2.136, 5.470], [-1.169, -1.476, 4.658], [-0.736, -0.829, 3.515], [2.775, -0.237, 1.075], [3.891, -0.362, 1.895], [5.156, -0.446, 1.341], [5.322, -0.357, -0.030], [4.222, -0.120, -0.836], [2.950, -0.037, -0.293], [1.348, 0.247, -1.298], [1.583, -1.111, -2.611], [2.303, -1.040, -3.795], [2.635, -2.195, -4.476], [2.276, -3.425, -3.945], [1.533, -3.498, -2.780], [1.144, -2.333, -2.127], [0.134, -2.206, -0.525], [-0.715, -3.886, -0.869], [-0.912, -4.876, 0.087], [-1.516, -6.080, -0.234], [-1.933, -6.332, -1.527], [-1.757, -5.358, -2.493], [-1.163, -4.155, -2.167], [1.477, -2.924, 0.587], [1.268, -3.447, 1.861], [2.294, -4.048, 2.571], [3.570, -4.128, 2.046], [3.805, -3.593, 0.792], [2.775, -3.009, 0.080], [1.425, 1.764, -2.461], [2.510, 2.231, -3.186], [2.324, 3.105, -4.246], [1.048, 3.520, -4.596], [-0.038, 3.118, -3.840], [0.159, 2.249, -2.775], [-1.154, 1.828, -1.579], [-2.620, 1.748, -2.684], [-3.520, 2.792, -2.880], [-4.670, 2.592, -3.626], [-4.943, 1.353, -4.178], [-4.026, 0.325, -4.036], [-2.866, 0.529, -3.311], [-1.345, 3.494, -0.846], [-0.302, 4.414, -0.850], [-0.451, 5.644, -0.231], [-1.632, 5.964, 0.412], [-2.672, 5.049, 0.432], [-2.533, 3.825, -0.193], [3.037, 5.051, 3.572], [2.629, 4.715, 1.158], [1.741, 2.554, 0.345], [1.599, 1.113, 4.365], [2.520, 3.240, 5.165], [2.562, -1.511, 3.746], [1.798, -2.637, 5.758], [-0.602, -2.661, 6.352], [-2.220, -1.469, 4.907], [-1.479, -0.353, 2.889], [3.797, -0.368, 2.970], [6.014, -0.578, 1.986], [6.309, -0.449, -0.464], [4.345, -0.018, -1.904], [2.617, -0.077, -4.169], [3.211, -2.148, -5.391], [2.580, -4.338, -4.437], [1.286, -4.469, -2.374], [-0.588, -4.722, 1.104], [-1.665, -6.820, 0.542], [-2.393, -7.277, -1.783], [-2.087, -5.530, -3.508], [-1.038, -3.416, -2.949], [0.295, -3.382, 2.328], [2.088, -4.455, 3.552], [4.374, -4.581, 2.613], [4.795, -3.634, 0.356], [2.998, -2.594, -0.889], [3.507, 1.921, -2.912], [3.176, 3.457, -4.813], [0.904, 4.174, -5.445], [-1.034, 3.473, -4.075], [-3.342, 3.765, -2.444], [-5.366, 3.410, -3.760], [-5.866, 1.188, -4.718], [-4.223, -0.646, -4.465], [-2.156, -0.278, -3.205], [0.631, 4.175, -1.337], [0.359, 6.359, -0.258], [-1.745, 6.924, 0.898], [-3.597, 5.287, 0.939], [-3.344, 3.110, -0.165], [-3.061, -2.671, 1.238], [-2.225, -2.187, 0.507], [-0.975, -1.920, 0.893], [-2.367, -1.937, -0.978], [-3.311, -2.278, -1.655], [-1.242, -1.403, -1.467], [-0.973, 1.767, 1.588], [-2.635, 1.782, 2.134], [-2.995, 2.570, 3.220], [-4.312, 2.604, 3.639], [-5.271, 1.855, 2.974], [-4.925, 1.083, 1.882], [-3.605, 1.043, 1.447], [-3.163, 0.224, -0.027], [-2.231, 3.157, 3.711], [-4.590, 3.215, 4.488], [-6.301, 1.882, 3.303], [-5.667, 0.513, 1.345]],
  "mulliken_charge": [-0.393, -0.905, -0.998, 0.908, 1.441, -1.048, -0.847, 0.205, 1.206, 0.072, -0.677, -1.098, -0.926, -0.425, 0.313, -0.454, -1.307, -1.236, 0.006, 0.562, 1.620, 0.342, -0.181, -1.003, -1.253, 0.290, -1.370, 1.164, 1.473, -0.590, -0.764, -0.942, -0.871, -0.758, 1.537, -0.112, -1.056, -1.005, -0.920, 0.111, 1.269, -0.574, -0.760, -0.969, -0.049, -1.167, 2.566, 0.599, -0.178, -0.828, -0.739, -0.464, -0.669, 0.277, -1.310, -0.569, -1.038, -1.130, -0.396, 0.372, 0.474, -0.050, 0.236, 0.440, 0.101, 0.475, 0.356, 0.534, -0.224, 0.549, 0.419, 0.388, 0.457, 0.573, 0.418, 0.422, 0.648, 0.287, 0.444, 0.361, 0.474, 0.527, 0.293, 0.444, 0.405, 0.452, 0.103, 0.346, 0.413, 0.382, 0.506, 0.513, 0.421, 0.377, 0.437, 0.003, 0.320, 0.455, 0.381, 0.482, 0.955, -0.725, -0.087, -0.712, 0.649, -0.634, 0.276, 0.299, -0.002, -0.779, -0.902, -0.721, -0.796, 1.024, -0.117, 0.541, 0.396, 0.381, 0.554]
}